Computed, not measured: a 2-piece molecular cluster, C2H6FN overall at a distorted geometry, with wB97M-V/def2-TZVPD.

Calculated values
- Relative energy (zero: lowest compared OMol25 entry of this formula, charge and spin): 47.99 kJ/mol
- SMILES: [H]/N=C\C.F
- Kohn-Sham gap: 11.40 eV
- Highest occupied orbital energy: -10.5 eV

```
! wB97M-V def2-TZVPD RIJCOSX def2/J DEFGRID3
* xyz 0 1
H -0.481 -0.553 1.838
N -0.202 -0.944 0.855
C -0.364 -0.211 -0.095
C -0.605 1.275 -0.328
H -0.060 -0.648 -1.113
H -1.208 1.466 -1.259
H 0.371 1.610 -0.693
H -0.823 1.828 0.555
F 2.106 -2.036 -0.038
H 1.266 -1.787 0.278
*
```

natural (NBO) population analysis, charges in e, atoms 1 to 8: 0.354 -0.671 0.195 -0.694 0.149 0.240 0.243 0.219

Computed, not measured: a 2-piece molecular cluster, C2H6FN2 overall at a distorted geometry, with wB97M-V/def2-TZVPD.

Calculated values
- Relative energy (zero: lowest compared OMol25 entry of this formula, charge and spin): 263.52 kJ/mol
- Kohn-Sham gap: 10.88 eV
- Highest occupied orbital energy: -16.6 eV

```
! wB97M-V def2-TZVPD RIJCOSX def2/J DEFGRID3
* xyz 1 1
C 0.123 -0.555 0.539
C -0.173 1.258 -1.049
N 0.247 -1.615 1.233
N -0.491 -0.032 -0.442
F 1.250 0.768 1.118
H -0.753 2.050 -0.571
H -0.412 1.222 -2.110
H 0.884 1.485 -0.923
H -0.161 -2.505 0.952
H 0.817 -1.604 2.076
H -1.332 -0.471 -0.823
*
```

natural (NBO) population analysis, charges in e, atoms 1 to 8: 0.952 -0.416 -0.752 -0.538 -0.415 0.246 0.240 0.268